Record 1
Entry from the Open Molecules 2025 dataset: a cluster of 12 separate species, C38H99N7O17 in total at a distorted geometry (wB97M-V/def2-TZVPD).

Calculated total energy in hartree: -3169.07611
Multiplicity: 1
Orbital gap in Eh: 0.2971
HOMO in eV: -12.23
Total charge: +2
LUMO in eV: -4.15

```
161
Properties=species:S:1:pos:R:3:forces:R:3:mulliken_charge:R:1
C -2.532 1.667 27.719 0.7616 0.2488 0.0658 -1.398
C -1.843 0.843 26.625 -0.4964 0.8055 -0.5375 1.003
C -0.377 1.242 26.507 -1.3545 0.3340 -0.4585 -1.217
O 0.141 0.608 25.394 0.4506 -0.8980 -1.0284 -0.077
C 1.541 0.778 25.239 -0.4481 0.7039 2.7119 -0.909
N -2.090 -0.548 27.002 1.9325 -1.1275 -0.6238 -0.530
H -1.651 -0.694 27.912 -0.3460 -0.0001 0.0986 0.344
H -3.627 -0.662 26.858 0.3376 -0.4167 0.3283 0.469
H -1.532 -1.165 26.384 -0.5627 0.2826 0.0256 -0.035
H -2.164 2.707 27.666 -0.4441 -0.3146 0.1410 0.419
H -2.242 1.250 28.728 -0.3949 0.4661 -0.9697 0.331
H -3.606 1.605 27.569 -0.0091 0.1828 0.3325 0.372
H -2.270 0.990 25.588 0.0525 0.0292 1.1701 -0.352
H 0.072 0.941 27.430 0.9741 -0.0989 0.7535 0.457
H -0.315 2.330 26.358 0.0620 -0.0188 0.3397 0.417
H 1.781 1.850 25.130 0.1138 -0.4470 -0.2327 0.288
H 1.901 0.160 24.474 0.2906 -0.5742 -1.4202 0.273
H 2.003 0.398 26.183 0.1001 0.4264 -0.5383 0.353
C -14.101 10.664 36.238 -0.3979 -1.0520 -1.1724 -1.325
C -12.961 9.984 35.420 -0.4187 1.2135 2.6334 0.124
C -13.463 9.038 34.434 0.6632 -1.1027 -1.2523 -0.685
O -12.314 8.749 33.635 -0.6779 -0.1465 -1.6204 -0.409
C -12.628 8.089 32.356 -0.2436 -1.3405 2.0677 -0.752
N -12.143 11.081 34.759 -0.1667 -0.8063 -1.0477 -0.242
H -11.397 11.313 35.396 0.3515 0.6628 0.0379 0.367
H -11.756 10.632 33.917 0.4430 -0.3503 0.1086 0.329
H -12.632 11.894 34.376 -0.2568 0.0764 0.7350 0.367
H -14.801 11.164 35.514 0.6214 -0.3361 0.7235 0.382
H -13.681 11.381 36.907 0.1145 0.5750 0.5890 0.422
H -14.701 9.926 36.817 0.5832 0.4608 -0.4315 0.364
H -12.211 9.441 36.039 -0.5546 0.5638 -0.1474 0.327
H -14.280 9.470 33.866 -0.2422 -0.0651 -0.4138 0.411
H -13.786 8.129 34.946 -0.2997 0.0803 0.0005 0.403
H -11.826 8.216 31.687 1.1395 0.3123 -0.5437 0.280
H -13.520 8.461 31.908 -0.7569 0.5497 -0.1461 0.362
H -12.762 6.998 32.542 0.0820 0.7217 -0.0895 0.275
C -3.232 -1.896 22.440 -1.7913 0.8283 1.7887 -0.816
C -1.982 -1.132 22.870 0.7665 -1.1298 -1.2224 1.291
C -0.934 -2.152 23.314 -1.0302 0.4722 0.2850 -1.252
O -1.314 -2.659 24.550 -0.7932 0.3850 0.8594 -0.086
C -0.454 -3.646 25.054 0.8026 1.2086 0.9224 -0.900
N -1.408 -0.517 21.656 -1.5217 -0.1102 -0.1235 -0.634
H -0.552 -0.027 21.871 0.2938 -0.2268 -0.3703 0.265
H -1.341 -1.312 20.994 0.6470 1.1558 0.2650 0.292
H -2.682 0.865 21.291 0.8426 -0.6480 0.2172 0.157
H -4.082 -1.263 22.096 0.7426 0.0130 0.1653 -0.334
H -3.638 -2.433 23.335 0.3898 0.1540 -0.6797 0.322
H -3.091 -2.610 21.657 0.5374 -0.5359 -0.4872 0.477
H -2.142 -0.420 23.676 -0.1646 0.2334 -0.1519 -0.557
H 0.044 -1.694 23.292 0.5781 0.2789 0.5220 0.578
H -0.912 -2.936 22.586 0.0480 -0.7826 -0.7339 0.466
H 0.562 -3.266 24.748 -0.4627 -1.2062 0.7347 0.356
H -0.732 -4.607 24.664 0.3061 -0.6505 -0.4255 0.299
H -0.591 -3.689 26.176 0.3920 0.1438 -1.1876 0.219
C -5.264 7.926 21.863 0.2543 -0.9862 -0.2249 -1.345
C -5.694 7.016 23.039 1.7885 -0.1171 -1.3407 0.336
C -6.923 7.506 23.735 -0.9357 0.3780 0.4786 -0.933
O -7.374 6.382 24.492 1.7441 0.6720 -0.6993 -0.355
C -8.434 6.649 25.295 -1.8718 -0.9400 0.7539 -0.945
N -5.873 5.592 22.592 -0.5403 0.8864 1.1683 0.023
H -4.949 5.227 22.443 0.2430 -0.0945 0.0662 -0.426
H -6.190 5.249 23.501 0.0806 -0.9695 -0.3378 0.207
H -6.581 4.183 21.598 0.0602 0.9113 0.1001 0.255
H -5.593 7.514 20.872 0.1431 0.3119 0.9834 0.269
H -4.157 8.105 21.804 -1.1385 -0.0365 0.2152 0.289
H -5.826 8.811 22.073 0.1775 1.1824 -0.4898 0.459
H -4.891 7.013 23.786 -0.0203 0.0958 0.0188 0.347
H -7.715 7.794 23.031 -0.0238 -0.1400 -0.1924 0.373
H -6.762 8.455 24.362 0.1457 -1.4502 -0.5416 0.430
H -8.747 5.720 25.755 0.1767 -0.2796 0.3705 0.248
H -9.311 6.897 24.714 -0.4325 0.7248 -0.3168 0.385
H -8.234 7.372 26.060 0.1506 0.6797 0.4223 0.330
C -8.126 2.748 17.429 1.1409 -2.0382 1.1123 -1.384
C -7.964 1.244 17.796 0.1892 1.1878 -0.2683 -0.164
C -6.540 0.928 18.337 -1.7418 1.3854 -0.7664 -0.062
O -6.538 -0.351 18.796 -0.1081 -1.6966 0.1387 -0.350
C -5.190 -0.864 18.967 -1.2914 0.5366 1.3962 -0.679
N -8.916 0.757 18.836 -1.4463 2.5141 -0.1293 0.209
H -9.889 0.582 18.481 1.1966 0.5386 0.4902 0.418
H -8.521 -0.104 19.068 0.6900 -2.1802 1.1844 0.294
H -8.882 1.462 19.683 -0.2740 -1.0101 -0.7036 0.211
H -9.100 2.994 17.164 -1.8303 0.1885 -0.9500 0.482
H -7.435 2.907 16.622 0.2078 0.5135 -0.2950 0.451
H -7.933 3.358 18.285 0.6819 0.4999 0.5509 0.100
H -8.227 0.668 16.935 0.3375 -0.5330 -0.7176 0.489
H -6.361 1.666 19.106 0.3733 0.3161 0.6614 -0.169
H -5.832 1.112 17.548 0.4448 -0.0073 -0.5805 0.661
H -5.285 -1.946 19.201 0.2507 1.0018 -0.0183 -0.005
H -4.810 -0.208 19.797 0.5194 -1.0003 -0.6981 0.306
H -4.720 -0.682 18.029 0.9544 0.0012 -0.5386 0.606
C -12.474 -0.341 27.110 0.3378 0.8146 -0.0046 -1.546
C -10.964 -0.584 26.836 0.7704 -0.5365 0.8305 0.534
C -10.780 -1.992 26.218 1.0624 1.7497 1.0080 -0.814
O -11.331 -1.909 24.959 -0.0186 -1.1112 -1.6602 -0.272
C -11.550 -3.171 24.321 -0.9214 -0.0366 -0.7651 -0.921
N -10.315 0.440 25.926 -0.8067 0.5965 1.3200 -0.278
H -9.862 -0.077 25.199 0.4415 0.0759 -0.6358 -0.030
H -11.539 1.546 25.368 -0.7264 0.4717 -0.5908 0.559
H -9.603 0.994 26.464 -0.9916 -0.8533 -0.9578 0.202
H -12.561 0.679 27.507 -0.2100 -0.1903 0.0607 0.337
H -13.038 -1.033 27.813 1.1494 0.5574 -0.9749 0.344
H -12.936 -0.310 26.115 -0.2496 -0.2340 0.3728 0.368
H -10.298 -0.497 27.725 -1.0594 -0.5930 0.0056 0.368
H -11.293 -2.730 26.780 -0.5467 -0.8069 0.9370 0.682
H -9.693 -2.197 26.284 -0.2122 -0.2926 -0.6514 0.141
H -12.080 -2.957 23.363 0.6326 -0.0472 0.6215 0.251
H -12.234 -3.846 24.864 0.1322 0.5059 0.3468 0.373
H -10.661 -3.783 24.119 0.2323 0.5677 0.0601 0.330
C -8.767 -0.953 21.862 -0.3185 0.8921 0.1469 -1.695
C -7.226 -0.994 22.051 -2.3099 -0.7977 -1.0654 2.142
C -6.663 0.373 22.355 -0.9103 -0.9778 -2.8517 -0.075
O -7.563 1.094 23.098 -0.1182 1.5289 1.0751 0.115
C -6.956 2.077 23.974 0.2922 -2.1260 0.1610 -0.565
N -7.006 -2.114 22.941 2.3989 -0.1471 2.4763 -0.312
H -5.957 -2.183 23.020 -1.0987 -0.5729 -0.5884 0.064
H -7.144 -1.896 23.954 -0.8130 0.1273 -0.9284 0.099
H -7.688 -3.353 22.071 0.5252 -0.9247 -1.1012 0.407
H -9.275 -1.047 22.821 0.0822 -0.0690 0.2225 -0.018
H -9.148 -1.737 21.243 0.0918 -0.9364 -0.3554 0.559
H -9.224 -0.054 21.437 0.6154 0.2852 0.0985 0.048
H -6.819 -1.420 21.134 0.2436 0.7003 -0.3044 -0.810
H -6.453 0.735 21.279 -0.1137 0.5066 1.6570 -0.582
H -5.786 0.212 22.879 2.2824 0.1081 0.9964 0.742
H -7.751 2.435 24.579 -0.7946 0.6884 0.3778 0.208
H -6.476 2.851 23.406 0.3361 0.4325 -0.1753 0.214
H -6.249 1.578 24.685 -0.2506 0.3178 -0.7168 0.187
C -12.702 4.325 24.374 -1.7519 2.2135 0.2599 -1.558
C -11.810 3.353 24.937 2.2720 0.9505 -0.0720 0.948
O -12.290 2.185 24.973 -0.2671 -3.7401 0.7677 -0.540
O -10.681 3.598 25.315 0.9269 0.6763 0.3619 -0.581
H -12.368 5.343 24.303 0.8896 0.2467 0.0414 0.336
H -13.546 4.411 25.042 -0.5481 -0.1819 0.2976 0.430
H -13.127 4.084 23.439 -0.3147 -0.7460 -1.1118 0.366
C -3.364 4.051 21.099 -0.4062 -1.0916 -0.9343 -0.807
C -2.717 2.753 21.547 0.4086 0.9386 -0.6453 0.933
O -1.693 2.808 22.161 0.9122 -0.5604 0.9287 -0.562
O -3.270 1.620 21.105 -0.9990 1.0019 -0.2259 -0.275
H -3.378 4.814 21.851 0.5935 0.1252 0.3977 0.431
H -4.364 3.812 20.813 -0.9278 0.0777 -0.3150 -0.171
H -2.874 4.430 20.191 0.1067 -0.1691 0.3961 0.412
C -8.982 4.447 22.315 0.3054 -1.7951 -1.6760 -0.499
C -8.323 3.361 21.403 2.1131 1.3469 -0.0918 0.655
O -8.965 2.499 20.850 -0.3995 0.1398 0.1631 -0.800
O -6.987 3.496 21.042 -2.3656 -0.7319 0.5241 -0.239
H -8.373 5.181 22.830 0.1133 -0.2878 -0.1825 -0.173
H -9.684 3.916 22.922 -0.1410 -0.3092 0.9601 0.106
H -9.636 4.850 21.558 -0.2158 0.9759 -0.2208 0.437
C -5.095 -2.692 26.396 2.3217 0.5656 1.1716 -1.000
C -5.453 -1.241 26.194 3.2112 -0.8188 2.3648 0.712
O -4.593 -0.385 26.806 -2.1363 0.0758 -1.1261 -0.365
O -6.430 -0.895 25.639 -2.2666 1.2381 -1.2894 -0.407
H -4.032 -2.861 26.090 -0.6657 0.1990 0.0720 0.126
H -5.699 -3.312 25.805 -1.0381 -1.0059 -0.4565 0.339
H -5.076 -2.928 27.495 -0.4468 0.1038 -1.0729 0.356
C -7.525 -5.307 19.373 -0.9867 -2.1064 0.0931 -1.108
C -7.291 -4.158 20.248 2.2632 0.9237 1.4128 0.798
O -7.924 -4.139 21.386 -1.3085 0.5204 1.1587 -0.543
O -6.353 -3.389 20.033 -0.7519 -0.0032 -0.3774 -0.720
H -7.959 -5.024 18.429 -0.4524 0.2297 -0.2972 0.284
H -8.140 -6.142 19.856 0.8297 1.3223 -0.6940 0.285
H -6.540 -5.676 19.102 0.0845 -0.2273 0.1028 0.323
```
Forces are in eV/Å.

Record 2
Entry from the Open Molecules 2025 dataset: a cluster of 2 separate species, C23H23N3O4 in total at a distorted geometry (wB97M-V/def2-TZVPD).

Calculated total energy in hartree: -1355.32040
Multiplicity: 1
Orbital gap in Eh: 0.1250
HOMO in eV: -5.32
LUMO in eV: -1.92

```
53
Properties=species:S:1:pos:R:3:forces:R:3:mulliken_charge:R:1
C 3.200 0.428 1.986 0.6985 -0.0240 -0.7723 -0.301
C 3.844 -0.594 2.921 0.7458 -0.6810 0.0104 -0.252
O 3.107 -0.522 4.119 0.0281 -0.3472 0.5946 -0.382
C 2.123 0.421 3.934 -1.5108 2.2678 -1.7973 0.349
O 1.303 0.730 4.783 0.2742 -0.8299 1.0745 -0.733
N 2.160 0.992 2.704 -1.2297 0.2259 1.6206 -0.199
H 3.901 1.219 1.688 0.4067 -0.1963 -0.3643 0.198
H 2.793 -0.034 1.077 0.3215 -0.3015 -0.5471 0.023
H 3.778 -1.626 2.548 0.1379 0.1738 -0.0259 0.209
H 4.893 -0.366 3.157 -0.1243 -0.0993 -0.1631 0.207
C -3.473 -6.218 0.013 -0.3172 -0.0793 0.2671 -0.818
O -2.437 -6.246 -0.941 1.0446 1.6332 -0.7766 -0.448
C -1.974 -4.983 -1.331 -0.1618 -0.7230 0.2295 0.897
C -0.796 -4.922 -2.079 -0.3690 -0.4838 0.1515 -0.735
C -0.265 -3.714 -2.470 0.1977 0.5435 -0.2261 -0.435
C -0.895 -2.517 -2.148 -0.5431 -0.3808 0.5858 0.047
N -0.356 -1.255 -2.609 0.5330 1.4153 -0.3569 0.386
C -0.143 -0.043 -1.957 0.6989 -0.8985 -2.6766 -0.172
C -0.593 0.308 -0.617 -1.3621 -0.0463 2.9076 0.860
C -0.080 1.480 0.030 0.3622 0.6011 -0.1048 -0.566
C -0.737 2.075 1.059 0.2346 -0.4230 -0.6350 -0.284
C -0.394 3.356 1.619 0.2737 0.8195 0.3108 0.477
C -1.383 4.145 2.232 0.2189 -0.5933 -0.3854 -0.498
C -1.104 5.425 2.651 -0.0818 0.3074 0.0684 -0.590
C 0.167 5.948 2.498 -0.0696 0.0526 -0.0228 -0.331
C 1.160 5.182 1.916 0.1151 0.1616 -0.0536 -0.683
C 0.888 3.909 1.477 -0.3003 -0.4175 -0.1213 -0.029
O -1.464 -0.364 -0.046 0.6971 0.1871 -1.0977 -0.700
N 0.459 0.804 -2.873 -1.0020 -1.3349 0.1102 0.088
C 0.769 2.229 -2.761 0.0844 0.3441 0.1653 -0.954
C 0.578 0.138 -4.077 -0.2271 -0.2348 0.4469 -0.650
C 0.084 -1.113 -3.922 0.0123 0.2916 0.4482 -0.330
C -2.081 -2.580 -1.430 0.1349 0.6751 -0.3789 -0.742
C -2.609 -3.779 -1.018 -0.0987 -0.8775 0.0975 -0.342
H -3.654 -7.241 0.345 0.1256 0.1158 -0.1629 0.240
H -3.174 -5.611 0.872 -0.1484 -0.0301 0.0385 0.369
H -4.385 -5.821 -0.437 -0.0947 -0.0062 0.1479 0.318
H -0.316 -5.847 -2.345 0.1869 -0.1274 -0.0267 0.431
H 0.649 -3.682 -3.037 0.2890 -0.1429 -0.0928 0.517
H 0.805 1.937 -0.363 0.3121 0.1082 0.0777 0.509
H -1.650 1.611 1.388 -0.2693 -0.1365 0.1636 0.495
H -2.386 3.762 2.308 -0.2204 -0.1667 0.1438 0.375
H -1.885 6.039 3.070 -0.1222 0.0177 0.1303 0.374
H 0.374 6.960 2.805 0.0439 0.1272 0.1166 0.388
H 2.145 5.598 1.786 0.2030 0.0056 0.0243 0.390
H 1.661 3.321 1.020 0.2572 -0.2082 0.0841 0.212
H 0.815 2.668 -3.755 -0.0423 -0.2512 -0.0882 0.373
H 0.001 2.752 -2.196 0.0396 -0.1299 0.0197 0.380
H 1.737 2.367 -2.285 -0.0270 -0.0143 0.0830 0.344
H 0.942 0.589 -4.986 0.1005 0.1667 0.2407 0.412
H -0.013 -1.865 -4.691 -0.0675 -0.1467 0.4023 0.509
H -2.568 -1.655 -1.182 -0.2267 -0.0988 0.0374 0.414
H -3.521 -3.796 -0.450 -0.1618 0.1902 0.0774 0.385
```
Forces are in eV/Å.